Entry 1:
Entry from the OMol25 dataset: C11H27Cu2N2O6 as an isolated structure at a distorted geometry (ωB97M-V/def2-TZVPD).

The geometry in ORCA input format:
```
! wB97M-V def2-TZVPD RIJCOSX def2/J DEFGRID3
* xyz 2 4
Cu 2.02 5.78 -4.68
Cu 3.88 2.16 -2.41
O -0.29 2.91 -2.01
C 0.82 3.27 -2.60
O 1.84 2.62 -2.21
O 0.89 4.27 -3.36
H 0.02 2.02 -1.85
C -1.10 -0.67 -1.32
O -0.31 -0.16 -0.32
C -0.85 0.69 0.67
C -1.13 -0.24 1.89
N -1.53 0.47 3.07
C -2.92 0.96 3.02
C -3.52 1.13 4.47
O -3.46 0.07 5.31
C -3.62 0.48 6.64
H -0.75 -0.16 -2.22
H -2.16 -0.43 -1.19
H -1.06 -1.75 -1.37
H -1.70 1.19 0.21
H -0.05 1.40 0.88
H -0.26 -0.88 1.99
H -1.88 -0.96 1.57
H -1.50 -0.17 3.85
H -3.57 0.23 2.55
H -3.07 1.83 2.38
H -4.55 1.45 4.33
H -3.00 1.94 4.99
H -4.29 1.32 6.82
H -2.66 0.77 7.07
H -4.03 -0.33 7.24
C 1.64 -0.53 -4.05
C 2.27 -0.69 -2.62
C 2.25 -2.20 -2.37
O 3.11 -2.51 -1.29
C 3.21 -3.95 -1.00
N 3.65 -0.18 -2.76
H 2.21 -0.85 -4.92
H 1.30 0.47 -4.34
H 0.77 -1.18 -4.18
H 1.73 -0.10 -1.87
H 2.53 -2.67 -3.31
H 1.23 -2.54 -2.20
H 3.92 -4.14 -0.20
H 3.60 -4.47 -1.88
H 2.26 -4.41 -0.73
H 4.14 -0.70 -2.05
H 4.00 -0.58 -3.63
*
```

Total energy: -4276.3713 Eh
Lowest unoccupied orbital energy (spin up / spin down): -5.68 / -10.16 eV
Frontier orbital gap (spin up / spin down): 8.5 / 4.5 eV
Expectation value of S²: 3.758

=====

Entry 2:
Entry from the OMol25 dataset: H14KrO7Xe as an isolated structure (ωB97M-V/def2-TZVPD).

The geometry in ORCA input format:
```
! wB97M-V def2-TZVPD RIJCOSX def2/J DEFGRID3
* xyz 0 1
Kr 0.35 -3.34 3.10
Xe -0.44 -1.22 -0.10
O -2.56 1.58 1.56
H -2.66 2.38 2.06
H -2.64 0.88 2.21
O 3.47 -2.52 0.22
H 2.86 -1.79 0.32
H 4.29 -2.20 0.59
O -2.39 0.83 -3.02
H -1.45 0.66 -3.06
H -2.77 0.25 -3.68
O 0.43 1.73 1.69
H 0.57 1.80 2.64
H -0.50 1.50 1.60
O -3.69 -0.15 -0.47
H -3.18 0.18 -1.21
H -3.30 0.29 0.29
O 2.33 -0.35 -2.06
H 1.48 -0.25 -2.48
H 2.60 -1.24 -2.28
O 2.67 0.19 0.94
H 2.70 0.20 -0.01
H 1.84 0.61 1.16
*
```

Total energy: -3618.0389 Eh
ΔE to the lowest compared entry with this formula, charge and spin: 0.0 kJ/mol
Lowest unoccupied orbital energy: -0.01 eV
Frontier orbital gap: 10.5 eV

=====

Entry 3:
Entry from the OMol25 dataset: a 2-piece molecular cluster, H2N3PS overall at a distorted geometry (ωB97M-V/def2-TZVPD).

The geometry in ORCA input format:
```
! wB97M-V def2-TZVPD RIJCOSX def2/J DEFGRID3
* xyz 0 1
N 0.43 -0.10 -0.80
N 0.67 -0.90 0.29
N -0.04 -1.32 -0.89
P -2.39 -0.99 0.06
S -2.22 0.91 -0.18
H -0.19 0.64 -0.65
H -0.09 -0.69 1.15
*
```

Total energy: -904.8023 Eh
ΔE to the lowest compared entry with this formula, charge and spin: 286.0 kJ/mol
Lowest unoccupied orbital energy (spin up / spin down): -1.93 / -2.07 eV
Frontier orbital gap (spin up / spin down): 6.9 / 6.1 eV